No. 1
Computed, not measured: a molecular structure, C42H40BrCaCl3GeN7O4PS2, with wB97M-V/def2-TZVPD.

XYZ file:
```
102
C42H40BrCaCl3GeN7O4PS2 wB97M-V/def2-TZVPD
Ca 0.5843 1.4325 -0.4252
O 0.6511 -1.5771 -5.0967
C -0.3721 -1.9853 -4.2985
C -1.4383 -2.6324 -4.9205
C -2.5457 -3.0273 -4.1928
C -2.6015 -2.7873 -2.8261
C -1.5173 -2.1985 -2.1968
C -0.3904 -1.8090 -2.9134
C 0.7785 -1.2226 -2.1396
O 0.4199 -0.2224 -1.3122
N 1.3751 -2.3842 -1.4135
N 2.3336 -2.2639 -0.5219
C 3.0802 -1.2251 -0.4411
C 4.1458 -1.2015 0.5478
Br 4.5344 0.5967 1.1142
C 4.8272 -2.1711 1.1781
C 4.7959 -3.6293 0.9949
C 5.1087 -4.4224 2.1035
C 5.1056 -5.8057 2.0211
C 4.7996 -6.4260 0.8208
C 4.5267 -5.6524 -0.2995
C 4.5252 -4.2712 -0.2171
H 1.0983 -0.8198 -4.6940
H -1.3791 -2.8057 -5.9873
H -3.3754 -3.5076 -4.6963
H -3.4807 -3.0649 -2.2580
H -1.5307 -2.0120 -1.1272
H 1.5821 -0.9165 -2.8331
H 0.7457 -3.1420 -1.1924
H 2.9317 -0.3275 -1.0375
H 5.4914 -1.8541 1.9743
H 5.3431 -3.9455 3.0485
H 5.3443 -6.3980 2.8956
H 4.7745 -7.5065 0.7589
H 4.3182 -6.1301 -1.2485
H 4.3104 -3.6852 -1.0964
Cl 2.7340 4.8062 -4.2169
Ge 1.3276 3.5129 -2.7217
Cl 1.1850 1.6716 -4.0626
Cl 2.7596 2.5014 -1.2876
O 2.2549 4.1814 1.6419
S 0.9015 4.0716 1.1891
O 0.6055 4.6235 -0.1129
N 0.3351 2.5442 1.3208
C -0.8562 2.5238 1.9132
S -1.8741 1.2222 1.8905
C -1.1900 3.7843 2.6213
C -2.2363 4.0035 3.5017
C -2.2983 5.2322 4.1431
C -1.3576 6.2236 3.8819
C -0.3312 6.0113 2.9692
C -0.2584 4.7779 2.3595
H -2.9571 3.2174 3.6804
H -3.0824 5.4186 4.8656
H -1.4158 7.1651 4.4123
H 0.3986 6.7811 2.7546
C -0.7490 -4.1894 3.6999
N 0.5779 -4.2860 3.1126
C 1.5445 -3.6977 4.0319
N 1.2311 -2.3265 4.4134
C -0.1197 -2.2829 4.9560
N -1.1273 -2.8299 4.0553
C -1.2707 -1.9893 2.8679
P 0.2776 -1.7830 1.8077
C 0.6375 -3.6396 1.8037
C 1.3877 -1.4149 3.2799
H -0.7696 -4.8014 4.6075
H -1.4819 -4.5848 2.9918
H 2.5298 -3.7235 3.5632
H 1.5683 -4.3099 4.9393
H -0.3766 -1.2460 5.1855
H -0.1358 -2.8633 5.8842
H -1.5944 -0.9997 3.1855
H -2.0577 -2.4101 2.2326
H 1.6287 -3.8001 1.3780
H -0.0980 -4.1248 1.1509
H 1.1715 -0.3947 3.6122
H 2.4290 -1.4505 2.9515
N -0.4637 2.7888 -1.7750
C -1.6043 3.1460 -2.1686
C -2.8157 2.5555 -1.5184
C -3.7494 3.3442 -0.8573
C -4.8243 2.7472 -0.2160
C -4.9840 1.3693 -0.2544
C -4.0589 0.5840 -0.9259
C -2.9691 1.1721 -1.5479
C -1.8348 4.0287 -3.3524
C -2.6046 3.5143 -4.3937
C -2.7251 4.2183 -5.5806
C -2.0966 5.4468 -5.7267
C -1.3545 5.9759 -4.6815
C -1.2196 5.2677 -3.4967
H -3.6231 4.4201 -0.8208
H -5.5321 3.3586 0.3298
H -5.8161 0.9036 0.2584
H -4.1641 -0.4934 -0.9569
H -2.2222 0.5624 -2.0449
H -3.0705 2.5434 -4.2792
H -3.3071 3.8071 -6.3955
H -2.1899 5.9937 -6.6561
H -0.8769 6.9409 -4.7875
H -0.6407 5.6797 -2.6781
```

As for the frontier orbital gap (alpha / beta): 6.7689 / 6.7615 eV. The expectation value of S² is 0.759. Its multiplicity is 2. For the energy above the lowest of the compared OMol25 structures with the same formula, charge and spin, the calculation gives 265.3 kJ/mol. The total charge is -1.

These are the Löwdin partial charges, in e, on atoms 1 to 8: atom 1 (Ca): 1.006, atom 2 (O): 0.040, atom 3 (C): -0.264, atom 4 (C): -0.020, atom 5 (C): -0.098, atom 6 (C): -0.102, atom 7 (C): -0.053, atom 8 (C): -0.103

No. 2
Computed, not measured: 2 unconnected molecules or ions with the total composition C4H10N2, with wB97M-V/def2-TZVPD.

XYZ file:
```
16
C4H10N2 wB97M-V/def2-TZVPD
C -1.7865 0.1663 -0.0322
C -1.1771 -1.1859 -0.3506
C 1.5603 0.4573 0.6145
C 1.4529 0.9509 -0.7037
N -1.0514 1.0521 0.8165
N -1.2591 1.4026 -0.5085
H -2.8623 0.1155 0.1618
H -0.9143 -1.7209 0.5658
H -0.2869 -1.0668 -0.9604
H -1.9008 -1.7837 -0.8983
H 2.1747 1.0786 1.2591
H 0.4760 0.5720 1.0306
H 1.8332 -0.5917 0.6640
H 1.4406 2.0111 -0.8908
H 1.2266 0.3381 -1.5546
H -1.5022 1.5658 1.5679
```

As for the frontier orbital gap (alpha / beta): 7.3957 / 9.1848 eV. The expectation value of S² is 2.008. Its multiplicity is 3. For the energy above the lowest of the compared OMol25 structures with the same formula, charge and spin, the calculation gives 69.2 kJ/mol. The total charge is 0.

These are the Löwdin partial charges, in e, on atoms 1 to 8: atom 1 (C): -0.395, atom 2 (C): -0.047, atom 3 (C): -0.237, atom 4 (C): -0.109, atom 5 (N): -0.062, atom 6 (N): 0.127, atom 7 (H): 0.129, atom 8 (H): 0.083

No. 3
Computed, not measured: 8 unconnected molecules or ions with the total composition C51H98N7O6P, with wB97M-V/def2-TZVPD.

XYZ file:
```
163
C51H98N7O6P wB97M-V/def2-TZVPD
C 0.5304 -6.1866 2.1510
C 0.3221 -4.8925 2.9080
O 0.6854 -3.7158 2.1720
P 0.1224 -3.3780 0.7193
O 0.7253 -4.1532 -0.3775
C 0.3960 -1.6047 0.7112
C -0.5137 -0.7972 -0.2512
C 0.1486 0.0894 -1.3451
C 0.2411 1.5528 -0.9161
C 1.0654 1.7954 0.3583
C 0.3552 2.7076 1.3654
C -0.8403 2.0933 2.1175
C -2.1487 2.6389 1.5242
C -3.4643 1.9477 1.9023
C -4.3890 1.9275 0.6795
C -5.7840 1.3240 0.8770
C -5.8802 -0.1424 0.4590
C -5.5089 -0.4096 -1.0118
O -5.4511 0.7867 -1.7625
C -4.3809 0.8452 -2.6763
O -0.6789 -0.0957 -2.5239
C -1.2721 1.0094 -3.1700
C 1.5624 -0.4265 -1.7008
C 2.2406 0.3060 -2.8527
C 3.6900 -0.1714 -3.0693
O 1.5640 -1.8301 -1.8341
C 1.2818 -2.4229 -3.0831
O -1.4465 -3.6556 0.7480
C -2.3924 -3.4412 1.8089
C -2.0977 -2.3206 2.7764
H -0.1585 -6.2878 1.3087
H 1.5511 -6.2512 1.7717
H 0.3581 -7.0124 2.8471
H 0.9553 -4.8760 3.7993
H -0.7072 -4.8058 3.2642
H 1.4645 -1.4952 0.5247
H 0.2307 -1.2701 1.7409
H -1.1954 -1.4733 -0.7723
H -1.1497 -0.1357 0.3496
H 0.6912 2.1533 -1.6998
H -0.7464 1.9882 -0.7424
H 1.9775 2.3301 0.0628
H 1.3901 0.8651 0.8333
H 1.0974 3.0777 2.0809
H -0.0199 3.5860 0.8239
H -0.8027 2.3648 3.1784
H -0.8201 0.9977 2.0988
H -2.0770 2.6009 0.4315
H -2.2155 3.6993 1.7955
H -3.2882 0.9338 2.2790
H -3.9678 2.4981 2.7068
H -4.4969 2.9620 0.3348
H -3.8767 1.3819 -0.1215
H -6.5134 1.8894 0.2918
H -6.0944 1.4094 1.9256
H -6.9057 -0.4837 0.6353
H -5.2410 -0.7399 1.1124
H -6.2557 -1.0731 -1.4687
H -4.5479 -0.9362 -1.0783
H -4.2414 -0.1080 -3.2026
H -4.5970 1.6185 -3.4149
H -3.4359 1.0948 -2.1740
H -0.5293 1.7268 -3.5437
H -1.9866 1.5395 -2.5287
H -1.8251 0.6121 -4.0245
H 2.1970 -0.2386 -0.8238
H 1.6577 0.2071 -3.7764
H 2.2563 1.3738 -2.6223
H 4.3990 0.6572 -3.0028
H 3.9673 -0.9082 -2.3089
H 3.8202 -0.6693 -4.0332
H 0.9213 -3.4276 -2.8516
H 2.1818 -2.5041 -3.7071
H 0.5043 -1.8856 -3.6308
H -3.3400 -3.2389 1.3062
H -2.5313 -4.3898 2.3368
H -2.9814 -2.1747 3.4039
H -1.9393 -1.3765 2.2505
H -1.2632 -2.5277 3.4466
C 2.4224 -3.5446 6.0098
C 3.2320 -2.5222 5.2232
C 2.7891 -1.0769 5.4876
C 1.3905 -0.8739 5.1294
N 0.2811 -0.7132 4.8680
H 1.3688 -3.5174 5.7262
H 2.7881 -4.5543 5.8246
H 2.4847 -3.3653 7.0834
H 3.1493 -2.7293 4.1542
H 4.2892 -2.5999 5.4829
H 3.3966 -0.3712 4.9166
H 2.9003 -0.8263 6.5448
C 6.5584 0.7963 0.1419
C 5.2826 1.6270 0.1662
C 5.2150 2.5872 1.3581
C 5.2581 1.8582 2.6219
N 5.2936 1.2256 3.5830
H 6.6358 0.1655 1.0253
H 6.5676 0.1477 -0.7350
H 7.4487 1.4254 0.1060
H 4.4116 0.9672 0.1945
H 5.1991 2.2133 -0.7511
H 4.2927 3.1710 1.3340
H 6.0535 3.2860 1.3399
C -4.4570 -1.2855 -6.3055
C -5.3472 -0.2311 -6.9509
C -4.5442 0.9083 -7.5909
C -3.7370 1.6216 -6.6050
N -3.1320 2.1950 -5.8078
H -3.8630 -0.8606 -5.4953
H -5.0569 -2.0939 -5.8887
H -3.7695 -1.7199 -7.0336
H -6.0308 0.1879 -6.2102
H -5.9620 -0.6879 -7.7275
H -5.2071 1.6345 -8.0650
H -3.8740 0.5186 -8.3597
C 0.0638 4.6346 -5.1431
C 1.4865 5.0502 -5.4968
C 2.5398 4.1093 -4.8983
C 2.4748 4.0771 -3.4404
N 2.4243 4.0414 -2.2907
H -0.1005 4.6673 -4.0647
H -0.6598 5.3024 -5.6093
H -0.1479 3.6201 -5.4861
H 1.6766 6.0669 -5.1487
H 1.6149 5.0553 -6.5801
H 3.5482 4.4135 -5.1817
H 2.3866 3.0897 -5.2600
C -5.6869 4.5162 -5.4486
C -5.9258 5.9190 -5.9887
C -7.3989 6.1702 -6.3353
C -7.8722 5.2418 -7.3597
N -8.2450 4.4997 -8.1572
H -5.9478 3.7584 -6.1889
H -4.6399 4.3710 -5.1893
H -6.2849 4.3342 -4.5530
H -5.3188 6.0829 -6.8810
H -5.6126 6.6609 -5.2526
H -7.5480 7.1851 -6.7065
H -8.0262 6.0445 -5.4507
C 8.4862 -3.9278 0.3980
C 9.0372 -4.0383 1.8138
C 8.4035 -3.0256 2.7754
C 8.6444 -1.6473 2.3569
N 8.8280 -0.5598 2.0276
H 8.7015 -2.9488 -0.0324
H 8.9333 -4.6814 -0.2495
H 7.4045 -4.0730 0.3838
H 10.1188 -3.8934 1.8054
H 8.8530 -5.0391 2.2075
H 8.8019 -3.1420 3.7841
H 7.3229 -3.1755 2.8267
C -0.8464 -2.1593 9.7994
C -0.0165 -2.6371 10.9843
C 1.3809 -3.1155 10.5715
C 1.3210 -4.2387 9.6398
N 1.2718 -5.1081 8.8870
H -1.0178 -2.9668 9.0866
H -1.8187 -1.7971 10.1315
H -0.3485 -1.3441 9.2710
H -0.5332 -3.4490 11.4988
H 0.1030 -1.8278 11.7063
H 1.9598 -3.4312 11.4405
H 1.9288 -2.3053 10.0850
```

As for the frontier orbital gap: 9.1516 eV. Its multiplicity is 1. For the energy above the lowest of the compared OMol25 structures with the same formula, charge and spin, the calculation gives 22.3 kJ/mol. The SMILES is CCOP(=O)(CC[C@](CCCCCCCCCCOC)(OC)[C@H](CC)OC)OCC.CCCC#N.CCCC#N.CCCC#N.CCCC#N.CCCC#N.CCCC#N.CCCC#N. The total charge is 0.

These are the Löwdin partial charges, in e, on atoms 1 to 8: atom 1 (C): -0.073, atom 2 (C): -0.263, atom 3 (O): -0.218, atom 4 (P): 0.487, atom 5 (O): -0.244, atom 6 (C): -0.192, atom 7 (C): -0.089, atom 8 (C): -0.372

No. 4
Computed, not measured: C18H22ClF2N3O4 in the gas phase, with wB97M-V/def2-TZVPD.

XYZ file:
```
50
C18H22ClF2N3O4 wB97M-V/def2-TZVPD
C -1.2438 0.2575 -0.4637
N -0.0967 -0.6292 -0.3381
C 1.1737 0.0435 -0.1121
C 1.8448 0.5644 -1.3788
C 3.2117 1.1987 -1.0659
C 4.3223 0.6727 -1.9622
N 4.5352 -0.7386 -1.6820
C 5.6575 -1.3789 -2.0801
O 6.5446 -0.8663 -2.7325
C 5.7231 -2.8010 -1.6310
C 5.1399 -3.4369 -0.5901
C 5.6040 -4.7934 -0.6642
N 5.3292 -5.8571 0.1012
C 5.9292 -6.9643 -0.2579
Cl 5.5982 -8.3762 0.7054
C 6.8057 -7.1080 -1.3446
C 7.0857 -6.0114 -2.1355
C 6.4568 -4.8384 -1.7636
O 6.5367 -3.6225 -2.3569
C -0.3265 -1.9685 -0.3015
O -1.4566 -2.4322 -0.3118
C 0.8604 -2.9619 -0.2078
C 1.2762 -3.0880 1.2576
O 1.9896 -2.5147 -0.9702
C 0.3468 -4.3039 -0.7467
C 1.4062 -5.3627 -0.9078
F 0.8149 -6.5559 -1.1845
F 2.1988 -5.0637 -2.0053
H -2.1264 -0.3287 -0.6930
H -1.4096 0.8009 0.4699
H -1.0701 0.9808 -1.2618
H 0.9793 0.8762 0.5713
H 1.8618 -0.6226 0.4014
H 1.9548 -0.2708 -2.0705
H 1.1976 1.2929 -1.8711
H 3.1626 2.2832 -1.1696
H 3.4903 1.0012 -0.0257
H 4.0652 0.8176 -3.0161
H 5.2606 1.1976 -1.7854
H 3.7782 -1.2749 -1.2822
H 4.4755 -3.0072 0.1395
H 7.2450 -8.0727 -1.5481
H 7.7500 -6.0686 -2.9864
H 0.4409 -3.4591 1.8514
H 2.1160 -3.7769 1.3542
H 1.5805 -2.1262 1.6694
H 2.1464 -3.1377 -1.6903
H -0.4196 -4.6833 -0.0752
H -0.1297 -4.1658 -1.7196
H 2.0783 -5.5060 -0.0604
```

As for the frontier orbital gap: 9.1304 eV. Its multiplicity is 1. For the energy above the lowest of the compared OMol25 structures with the same formula, charge and spin, the calculation gives 12.3 kJ/mol. The SMILES is CN(CCCCNC(=O)c1cc2nc(Cl)ccc2o1)C(=O)[C@](C)(O)CC(F)F. The total charge is 0.

These are the Löwdin partial charges, in e, on atoms 1 to 8: atom 1 (C): -0.021, atom 2 (N): -0.075, atom 3 (C): -0.174, atom 4 (C): -0.173, atom 5 (C): -0.176, atom 6 (C): -0.176, atom 7 (N): 0.084, atom 8 (C): -0.424

No. 5
Computed, not measured: 13 unconnected molecules or ions with the total composition C37H91Cl4N8O20P3, with wB97M-V/def2-TZVPD.

XYZ file:
```
163
C37H91Cl4N8O20P3 wB97M-V/def2-TZVPD
C 4.9303 -5.9759 5.7803
C 5.8206 -5.5518 6.9980
O 7.0393 -5.8028 6.9874
N 5.2938 -4.7481 7.9891
C 6.0169 -4.1750 9.1797
H 4.6340 -7.0197 5.8842
H 5.3991 -5.7145 4.8317
H 4.0217 -5.3843 5.8928
H 4.3424 -4.4334 7.8633
H 6.9122 -3.6358 8.8700
H 6.2306 -4.9081 9.9576
H 5.2567 -3.5146 9.5968
C -1.9957 -0.2281 8.6091
C -1.3587 -1.1598 9.5905
O -0.4735 -1.9846 9.3550
N -1.8836 -0.9951 10.8104
C -1.4078 -1.8643 11.9402
H -1.3260 0.0428 7.7929
H -2.2711 0.6919 9.1246
H -2.9294 -0.5483 8.1467
H -2.6923 -0.4112 10.9690
H -0.4297 -2.3188 11.7828
H -2.0606 -2.7368 11.9126
H -1.4968 -1.3939 12.9195
C -6.6684 -5.6094 6.3902
C -6.7388 -5.1802 4.9568
O -5.9529 -5.6555 4.1281
N -7.7379 -4.3362 4.6359
C -7.8771 -3.6707 3.3147
H -5.6076 -5.7353 6.6072
H -7.2519 -6.4990 6.6274
H -7.0554 -4.8358 7.0533
H -8.3897 -4.1344 5.3805
H -8.2749 -2.6571 3.2648
H -8.4003 -4.2728 2.5718
H -6.8812 -3.6031 2.8770
C -5.6783 -8.5287 -2.3356
C -7.1763 -8.8544 -2.0256
O -7.9310 -9.2377 -2.8976
N -7.5576 -8.6407 -0.7755
C -8.8799 -9.0057 -0.2502
H -5.2845 -7.8065 -1.6205
H -5.5456 -8.2200 -3.3726
H -5.1670 -9.4781 -2.1768
H -6.9215 -8.0662 -0.2412
H -8.9618 -9.2704 0.8040
H -9.2753 -9.8681 -0.7870
H -9.5357 -8.1479 -0.3994
C 11.1118 5.2328 -5.5311
C 9.7295 5.8466 -5.5913
O 9.1627 5.8893 -6.6591
N 9.1750 6.1143 -4.3587
C 7.8063 6.5466 -4.2309
H 11.7189 5.7495 -4.7877
H 11.5418 5.4125 -6.5164
H 11.1885 4.1469 -5.4778
H 9.6660 5.8556 -3.5149
H 7.6381 7.3803 -4.9126
H 7.5414 6.7565 -3.1947
H 7.0999 5.7786 -4.5458
C -1.3052 5.2186 -9.4478
C 0.1933 5.4966 -9.3119
O 0.8429 4.7493 -8.5858
N 0.7208 6.5102 -10.0096
C 2.0973 6.9659 -9.9006
H -1.4230 4.1396 -9.5474
H -1.6182 5.5268 -10.4454
H -1.9986 5.6633 -8.7339
H 0.2340 6.9974 -10.7484
H 2.2255 7.8853 -10.4719
H 2.7069 6.1861 -10.3572
H 2.4120 7.0381 -8.8595
C -0.4092 -1.6398 1.0766
C -0.7677 -0.8221 -0.1330
O -1.4121 -1.3371 -1.0617
N -0.2530 0.3893 -0.2115
C -0.3607 1.2965 -1.3401
H 0.6666 -1.5755 1.2398
H -0.6324 -2.6995 0.9533
H -0.9074 -1.2376 1.9588
H 0.2096 0.7276 0.6202
H -0.6815 0.7162 -2.2053
H 0.5868 1.8075 -1.5107
H -1.1556 1.9895 -1.0644
C -7.8581 -2.4721 -5.3832
C -7.9419 -1.8033 -6.7212
O -8.0527 -0.5811 -6.8129
N -7.8519 -2.5287 -7.8239
C -7.6219 -3.9675 -7.8803
H -6.7879 -2.4555 -5.1767
H -8.3042 -3.4654 -5.3344
H -8.2043 -1.8313 -4.5722
H -7.8847 -1.9774 -8.6695
H -7.4227 -4.0492 -8.9488
H -8.4389 -4.6212 -7.5749
H -6.8305 -4.3085 -7.2128
C -9.3141 11.6217 -2.4514
O -8.6920 11.9444 -3.6394
P -7.0688 12.0659 -3.8159
O -6.5387 12.9195 -2.7485
O -6.6842 10.4894 -3.8595
C -5.3566 9.9181 -3.7073
O -6.8767 12.5408 -5.3490
C -5.6261 12.2981 -5.9894
H -8.6094 11.6003 -1.6201
H -9.8774 10.6901 -2.3993
H -9.9886 12.4032 -2.1016
H -5.2255 9.2435 -2.8612
H -4.5893 10.6884 -3.6290
H -5.1975 9.2381 -4.5442
H -5.4875 12.8298 -6.9307
H -5.3423 11.2474 -6.0500
H -4.8583 12.7893 -5.3916
C 3.9826 6.8720 4.3218
O 3.7302 6.0717 5.4047
P 2.3749 5.1727 5.4419
O 2.2420 4.2840 4.2849
O 1.1589 6.2220 5.6344
C -0.0745 6.1069 4.9531
O 2.5150 4.5097 6.8968
C 3.5028 3.6097 7.2215
H 4.2913 7.8800 4.5989
H 3.2033 6.8252 3.5612
H 4.8808 6.4437 3.8768
H -0.1932 5.1123 4.5233
H -0.3190 6.8929 4.2385
H -0.7994 6.1531 5.7657
H 3.6191 2.8410 6.4575
H 3.3010 3.1194 8.1739
H 4.4207 4.1417 7.4716
C 8.3252 0.6009 -0.5023
O 9.2570 -0.1232 -1.3548
P 10.8176 -0.0048 -0.9358
O 11.2926 1.3689 -0.8124
O 11.7021 -0.8834 -1.9858
C 13.0826 -0.5860 -2.1911
O 10.9421 -0.8842 0.4400
C 10.1755 -2.0955 0.6497
H 8.7625 1.0415 0.3937
H 7.4339 0.0194 -0.2663
H 7.9739 1.4627 -1.0698
H 13.6242 -1.3807 -1.6781
H 13.3936 0.4090 -1.8728
H 13.3879 -0.6337 -3.2363
H 9.3845 -2.2674 -0.0803
H 9.7182 -2.1766 1.6359
H 10.8554 -2.9410 0.5453
Cl 2.3609 -7.5227 -2.8693
C 2.2962 -6.2906 -4.1641
C 2.6674 -6.9814 -5.5643
Cl 1.3495 -7.8665 -6.2004
H 3.1026 -5.6228 -3.8610
H 1.2848 -5.8878 -4.2188
H 3.6028 -7.5324 -5.4668
H 3.0749 -6.4378 -6.4167
Cl -2.6001 -12.1400 5.8125
C -2.8364 -12.1885 4.0952
C -1.7058 -11.5757 3.3115
Cl -0.0862 -12.4145 3.3482
H -3.7938 -11.6903 3.9423
H -2.8298 -13.2469 3.8351
H -1.4963 -10.5843 3.7133
H -1.9960 -11.2863 2.3015
```

As for the frontier orbital gap: 9.5152 eV. Its multiplicity is 1. The total charge is 0.

These are the Löwdin partial charges, in e, on atoms 1 to 8: atom 1 (C): 0.002, atom 2 (C): -0.499, atom 3 (O): -0.001, atom 4 (N): -0.010, atom 5 (C): -0.050, atom 6 (H): 0.078, atom 7 (H): 0.080, atom 8 (H): 0.057